1.
This record from OMol25 describes a 10-piece molecular cluster, C49H70F7N3O19 overall. The level of theory is ωB97M-V/def2-TZVPD.

Structure (ORCA input):
```
! wB97M-V def2-TZVPD RIJCOSX def2/J DEFGRID3
* xyz 0 1
C 3.64466 5.46666 -1.05042
C 2.72340 5.79681 -2.29219
O 1.33948 5.60454 -2.01211
C 0.99592 4.21314 -2.04695
C 0.02568 3.90833 -3.21061
C -0.46519 2.42795 -3.32095
C -0.73724 2.21506 -4.81012
N -0.64846 1.96812 -5.89910
C -1.90679 2.29108 -2.64515
N -2.12876 3.21793 -1.52592
C -2.93072 2.44708 -0.52833
C 0.51262 1.36162 -2.72025
C 0.22766 1.23166 -1.23593
N 0.06333 1.11415 -0.12968
C 0.45807 -0.02779 -3.37957
F -0.81621 -0.44991 -3.56720
F 1.08733 -0.07177 -4.56695
C 1.13172 -1.17953 -2.52074
F 0.31223 -1.65525 -1.58589
F 1.29728 -2.21157 -3.39281
C 2.57347 -0.86544 -1.99094
F 3.23769 -2.03999 -2.03979
F 3.25670 -0.04261 -2.77013
F 2.61126 -0.49794 -0.72558
H 2.95906 5.19417 -0.22517
H 4.32938 6.28571 -0.80650
H 4.17768 4.52870 -1.31909
H 2.92421 6.85550 -2.54382
H 3.04440 5.23081 -3.19698
H 1.95972 3.67426 -2.19854
H 0.58538 3.93618 -1.05507
H 0.58243 4.12614 -4.14990
H -0.79434 4.64849 -3.18958
H -2.64098 2.55851 -3.44144
H -2.13833 1.23881 -2.39482
H -2.74495 3.97204 -1.82164
H -2.45152 1.48221 -0.28720
H -3.01129 2.98684 0.43527
H -3.93300 2.19383 -0.93549
H 1.54098 1.74657 -2.84048
O -3.82374 -3.32854 -2.93753
C -3.07393 -4.09117 -3.47997
C -1.63326 -3.81453 -3.84191
C -1.32321 -4.93429 -4.82287
C -2.24708 -6.03906 -4.34705
O -3.40335 -5.36333 -3.81808
H -1.02099 -3.88414 -2.94012
H -1.53073 -2.83377 -4.30024
H -0.27447 -5.22901 -4.84072
H -1.60249 -4.62463 -5.83284
H -1.80040 -6.63933 -3.55067
H -2.55148 -6.69967 -5.15711
O -4.63063 0.29013 0.64830
C -4.28700 -0.34947 1.60662
C -2.92573 -0.29873 2.25707
C -2.93166 -1.55258 3.11800
C -4.40390 -1.71753 3.43786
O -5.10244 -1.20332 2.28635
H -2.85316 0.60839 2.86053
H -2.13521 -0.32566 1.50938
H -2.30409 -1.47970 4.00497
H -2.58317 -2.40503 2.52839
H -4.70677 -1.13896 4.31375
H -4.67523 -2.76126 3.59254
O -1.04474 0.91441 4.82776
C 0.11157 1.10076 4.56055
C 1.17680 0.03963 4.40096
C 2.45874 0.85756 4.46629
C 2.00975 2.19735 3.91854
O 0.63125 2.32542 4.31543
H 1.05036 -0.44467 3.43012
H 1.12018 -0.69304 5.20316
H 3.28589 0.42507 3.91560
H 2.77072 0.96793 5.50722
H 2.06171 2.24017 2.82769
H 2.58537 3.02428 4.33039
O -2.32193 2.34070 11.42255
C -2.11897 2.31808 10.24314
C -3.16697 2.26807 9.15264
C -2.34718 1.86218 7.93613
C -0.98359 2.43948 8.26161
O -0.87758 2.37675 9.69364
H -3.60483 3.26122 9.03729
H -3.93683 1.53656 9.38606
H -2.75014 2.22159 6.99072
H -2.28449 0.77316 7.88189
H -0.88898 3.48315 7.95152
H -0.17573 1.86461 7.81153
O -3.57050 -4.82713 3.43948
C -3.33328 -4.94626 2.27093
C -4.34871 -5.01223 1.15105
C -3.51801 -5.54798 -0.00454
C -2.13219 -5.03001 0.32592
O -2.07352 -4.99844 1.76281
H -4.72178 -4.00499 0.95205
H -5.16870 -5.67916 1.40662
H -3.87367 -5.22982 -0.98408
H -3.52047 -6.64041 0.01722
H -1.96677 -4.01635 -0.05051
H -1.34645 -5.68007 -0.05729
O -10.83933 -1.88850 0.38558
C -9.64625 -1.97267 0.31692
C -8.83764 -3.25454 0.28797
C -7.43605 -2.75011 0.59403
C -7.46313 -1.34613 0.04283
O -8.82135 -0.89865 0.21363
H -8.90459 -3.69426 -0.70891
H -9.19237 -3.95698 1.03861
H -6.64510 -3.36462 0.16365
H -7.28706 -2.71807 1.67575
H -7.21723 -1.31324 -1.02190
H -6.78782 -0.68927 0.58086
O 1.54457 -6.22083 -3.04364
C 2.53493 -5.91520 -3.64623
C 3.65252 -5.02733 -3.14482
C 4.39134 -4.68536 -4.43021
C 4.12467 -5.90750 -5.28888
O 2.82278 -6.36948 -4.89235
H 4.27699 -5.59736 -2.45425
H 3.25602 -4.14221 -2.66037
H 5.45206 -4.48142 -4.28845
H 3.93847 -3.80359 -4.88998
H 4.84702 -6.70774 -5.11021
H 4.11773 -5.67107 -6.35156
O 5.42919 0.41523 4.14387
C 6.09808 -0.49744 3.74837
C 5.77733 -1.40240 2.57856
C 6.73239 -2.56557 2.80181
C 7.88967 -1.89614 3.51925
O 7.29601 -0.83516 4.28466
H 5.99152 -0.86968 1.65018
H 4.73718 -1.72023 2.60483
H 7.03027 -3.07468 1.88596
H 6.26532 -3.30254 3.45882
H 8.61351 -1.46093 2.82586
H 8.41035 -2.57917 4.18808
O 5.73405 7.63906 -2.07671
C 5.62484 8.23238 -3.11183
C 6.60724 9.23318 -3.67847
C 5.77980 9.92322 -4.75343
C 4.81097 8.83024 -5.16358
O 4.58989 8.05625 -3.97309
H 7.45744 8.69425 -4.10029
H 6.93917 9.92932 -2.91212
H 6.36894 10.30962 -5.58417
H 5.23117 10.75892 -4.31350
H 5.22548 8.17370 -5.93253
H 3.86276 9.23122 -5.51752
*
```

- Total energy: -4202.05707 Eh
- SMILES: CCOCC[C@](C#N)(CNC)[C@@H](C#N)C(F)(F)C(F)(F)C(F)(F)F.O=C1CCCO1.O=C1CCCO1.O=C1CCCO1.O=C1CCCO1.O=C1CCCO1.O=C1CCCO1.O=C1CCCO1.O=C1CCCO1.O=C1CCCO1


2.
This record from OMol25 describes C49H70N4PS2SeTl as an isolated structure. The level of theory is ωB97M-V/def2-TZVPD.

Structure (ORCA input):
```
! wB97M-V def2-TZVPD RIJCOSX def2/J DEFGRID3
* xyz 0 1
Tl -1.01330 -0.29665 0.19297
C 0.61126 -1.88864 4.35543
C 0.39207 -1.48315 2.91050
S -1.30063 -1.08662 2.58322
C 1.40750 -1.44748 2.03226
C 2.83016 -1.79432 2.39427
S 1.32165 -0.98233 0.31950
H -0.20857 -1.52725 4.97346
H 1.53737 -1.48195 4.76100
H 0.64982 -2.97729 4.45669
H 2.91119 -2.23074 3.38651
H 3.46625 -0.90529 2.34807
H 3.23464 -2.51900 1.68376
C 2.39978 0.72770 -5.00002
C 2.54314 0.21255 -3.72014
C 1.42306 0.01647 -2.92511
C 0.16200 0.32009 -3.41857
C 0.01181 0.83870 -4.70163
C 1.13414 1.04262 -5.48500
N -0.92776 0.10325 -2.52099
N -2.05220 0.13243 -3.03084
C -3.12454 0.00741 -2.09799
C -4.39375 0.04580 -2.66188
C -5.51508 -0.01620 -1.84800
C -5.35532 -0.10014 -0.47197
C -4.07821 -0.12969 0.08377
C -2.95133 -0.08930 -0.72331
H 3.27161 0.89058 -5.62039
H 3.52533 -0.02948 -3.33515
H 1.51535 -0.37721 -1.91948
H -0.97783 1.07982 -5.06309
H 1.02511 1.45141 -6.48131
H -4.47750 0.12710 -3.73839
H -6.50488 0.00678 -2.28441
H -6.22351 -0.14753 0.17367
H -3.97082 -0.21553 1.16028
C 2.63751 4.12141 -2.68604
C 3.17732 3.23667 -1.55149
C 2.04851 2.49245 -0.82438
C 0.78187 3.35726 -0.78327
C 0.24158 3.50624 -2.22109
C 1.37008 3.50478 -3.26581
P -0.47434 2.63136 0.35900
C 0.05573 3.10100 2.07762
C 0.89821 1.98043 2.71290
C 1.52668 2.46501 4.01376
C 2.55877 3.57571 3.75074
C 2.24073 4.34481 2.46226
C 0.73336 4.48197 2.26579
C -2.04442 3.59298 0.18693
C -1.98985 5.09884 0.49746
C -3.27883 5.80818 0.03779
C -4.47134 4.85877 0.10601
C -4.29252 3.71028 -0.90335
C -2.80673 3.39279 -1.12732
H 3.39757 4.25448 -3.45762
H 2.40607 5.12195 -2.30669
H 3.73699 3.84772 -0.83786
H 3.88162 2.50490 -1.95474
H 2.37588 2.19528 0.17082
H 1.80878 1.55835 -1.34136
H 1.05475 4.34811 -0.40638
H -0.32253 4.43876 -2.29386
H -0.45731 2.69511 -2.44818
H 1.04208 4.04107 -4.15814
H 1.58327 2.47878 -3.58360
H -0.89847 3.11138 2.61859
H 1.68433 1.63966 2.03323
H 0.26048 1.11736 2.88924
H 1.99002 1.62971 4.54250
H 0.73126 2.83840 4.66696
H 3.56238 3.14953 3.68168
H 2.57462 4.26943 4.59506
H 2.66663 3.82485 1.60110
H 2.70993 5.33069 2.48482
H 0.52482 5.15179 1.43290
H 0.30720 4.96694 3.14999
H -2.64734 3.10510 0.96738
H -1.12924 5.55532 -0.00094
H -1.84810 5.24767 1.57035
H -3.16398 6.15375 -0.99375
H -3.44737 6.70034 0.64331
H -5.40484 5.39084 -0.08343
H -4.54897 4.45920 1.12187
H -4.74930 3.98052 -1.85869
H -4.80776 2.81473 -0.55063
H -2.39769 4.06563 -1.88292
H -2.68845 2.38200 -1.51272
C -0.86093 -7.48058 0.46481
C -1.78320 -7.19010 1.65022
C -2.56752 -5.87968 1.54430
C -1.80884 -4.60780 1.90254
N -0.59439 -4.41177 1.12120
C -0.56265 -4.00884 -0.17326
Se -1.99126 -3.42772 -1.16646
N 0.73034 -4.05910 -0.58351
C 1.17365 -3.70682 -1.92407
C 0.95398 -4.83474 -2.92554
C 1.77468 -6.09278 -2.65201
C 3.25688 -5.92924 -2.97193
C 1.53784 -4.45550 0.46976
C 2.90851 -4.63556 0.57267
C 3.40451 -5.05443 1.79798
C 2.55758 -5.28387 2.88392
C 1.18662 -5.10326 2.78023
C 0.69263 -4.67926 1.55657
H -0.53366 -8.52142 0.47504
H 0.03664 -6.86233 0.47020
H -1.38242 -7.30310 -0.47876
H -1.21215 -7.21032 2.58518
H -2.50728 -8.00512 1.72445
H -3.42882 -5.91487 2.21728
H -2.96773 -5.77452 0.53306
H -1.50570 -4.61313 2.95026
H -2.43687 -3.73246 1.75344
H 2.22286 -3.41642 -1.85233
H 0.60447 -2.82638 -2.22208
H 1.19672 -4.44717 -3.92024
H -0.11280 -5.06573 -2.93049
H 1.37045 -6.91141 -3.25184
H 1.64682 -6.39552 -1.60786
H 3.39863 -5.67605 -4.02482
H 3.81086 -6.84678 -2.77065
H 3.71788 -5.13568 -2.38130
H 3.56864 -4.45757 -0.26428
H 4.46957 -5.20484 1.91400
H 2.97831 -5.61218 3.82503
H 0.53332 -5.28710 3.62223
*
```

- Energy relative to the best compared isomer or geometry (same formula, charge and spin): 0.0 kcal per mole


3.
This record from OMol25 describes a 11-piece molecular cluster, C49H75N11SSi overall. The level of theory is ωB97M-V/def2-TZVPD.

Structure (ORCA input):
```
! wB97M-V def2-TZVPD RIJCOSX def2/J DEFGRID3
* xyz 0 1
C 0.59334 -0.64251 1.97950
C 1.29636 0.63619 2.60829
C 0.52149 1.95461 2.04366
C -0.66151 2.35537 3.06498
C -1.96357 2.87984 2.33852
C -2.99676 1.70261 1.99793
C -2.89734 1.44871 0.41937
C -3.52001 0.06302 -0.02919
C -2.49249 -0.92842 -0.70914
C -3.13693 -1.82646 -1.85902
C -4.43954 -2.51673 -1.30411
C -5.05211 -3.60991 -2.26288
C -4.07464 -4.80185 -2.60138
C -4.15464 -5.27820 -4.13219
C -3.03418 -4.43232 -4.86325
C -1.74711 -5.00589 -5.25251
C -0.76957 -4.09648 -5.87818
C -1.11588 -2.70321 -6.09221
C -2.43097 -2.12060 -5.73189
C -3.39345 -3.01886 -5.11382
N -2.76309 -0.72258 -5.97035
C -1.73629 0.17005 -5.48003
C -2.11268 1.31304 -4.65691
C -1.06251 2.20307 -4.12374
C 0.35808 1.96346 -4.41964
C 0.77755 0.80633 -5.25931
Si 2.64667 0.57881 -5.53654
C 3.22530 -1.21696 -5.75437
C 3.49043 1.20454 -3.91277
C 3.20598 1.77654 -6.90228
C -0.30576 -0.03494 -5.76596
S 0.06410 -1.49799 -6.81296
H -0.39439 -0.38490 1.51084
H 0.41489 -1.38822 2.79428
H 1.25748 -1.07376 1.18594
H 1.25520 0.65707 3.74674
H 2.38693 0.70626 2.34232
H 0.13753 1.68803 1.02167
H 1.26076 2.80645 1.99016
H -0.89578 1.47378 3.72569
H -0.27981 3.17243 3.73282
H -1.67065 3.38430 1.37466
H -2.42401 3.67521 2.98198
H -4.00020 2.09385 2.29336
H -2.78756 0.77071 2.59480
H -1.82137 1.54627 0.11960
H -3.51845 2.24936 -0.07601
H -3.96948 -0.42285 0.88197
H -4.36906 0.26303 -0.73165
H -2.07628 -1.58037 0.11287
H -1.63591 -0.30673 -1.08782
H -3.30799 -1.14165 -2.73223
H -2.32500 -2.54011 -2.15873
H -4.22252 -2.87888 -0.26733
H -5.21601 -1.70137 -1.21624
H -5.91947 -4.06698 -1.69650
H -5.52692 -3.14755 -3.17487
H -3.00207 -4.48124 -2.45861
H -4.24249 -5.65620 -1.89659
H -3.83076 -6.34901 -4.19692
H -5.14639 -5.07318 -4.60061
H -1.48084 -6.07146 -5.05687
H 0.25711 -4.41760 -6.18985
H -4.39052 -2.62112 -4.82886
H -3.61124 -0.54606 -5.42639
H -3.19714 1.46392 -4.45695
H -1.41678 3.03411 -3.47601
H 1.07248 2.67050 -3.94694
H 4.32458 -1.37825 -5.61997
H 2.99289 -1.53805 -6.81388
H 2.59901 -1.89748 -5.10744
H 3.58299 2.31543 -3.87128
H 2.85271 0.78647 -3.07799
H 4.46536 0.65465 -3.85924
H 2.92813 2.81736 -6.55714
H 4.33639 1.78121 -6.93240
H 2.75575 1.60549 -7.91038
C 2.77049 3.31639 5.58894
C 1.72997 2.29620 5.85820
N 0.90595 1.49020 6.07480
H 3.62942 3.15264 6.23801
H 3.09282 3.25082 4.54941
H 2.36927 4.31260 5.77483
C -1.63682 -1.14809 5.74217
C -2.57456 -1.91245 4.88316
N -3.30153 -2.50465 4.21855
H -2.19502 -0.52026 6.43274
H -1.01372 -1.83204 6.30978
H -0.99902 -0.51585 5.12321
C 6.41489 3.64876 8.91305
C 5.85093 3.93628 7.57402
N 5.41401 4.15818 6.53475
H 6.86708 2.65728 8.91798
H 7.17483 4.38928 9.16071
H 5.62457 3.68396 9.66226
C 6.71724 3.90994 3.53953
C 8.11302 4.04934 3.03810
N 9.18829 4.15959 2.65036
H 6.10992 4.73917 3.17843
H 6.28628 2.97327 3.18515
H 6.71092 3.91325 4.62765
C -7.50817 1.62076 3.27254
C -6.74140 2.01173 2.06653
N -6.14737 2.31459 1.13238
H -6.93859 1.86632 4.16849
H -8.45786 2.15435 3.29623
H -7.70163 0.54858 3.25610
C 8.15889 0.88740 4.64199
C 7.07296 0.17791 5.35948
N 6.23254 -0.37020 5.91773
H 9.12752 0.56569 5.02305
H 8.10542 0.66765 3.57592
H 8.05894 1.96144 4.78619
C 7.61732 0.17778 -2.99416
C 6.89698 1.12139 -2.10693
N 6.33884 1.85211 -1.41993
H 8.08525 0.72376 -3.81282
H 8.38742 -0.34658 -2.42933
H 6.91836 -0.55063 -3.40494
C 0.64759 -7.54761 -3.41229
C 1.68422 -8.47457 -2.89931
N 2.48696 -9.19227 -2.50211
H 0.13999 -7.06113 -2.57971
H 1.10942 -6.78659 -4.04089
H -0.08411 -8.10027 -4.00139
C -2.86435 -0.55478 9.88948
C -1.75835 -1.12984 9.08828
N -0.90247 -1.57468 8.46650
H -3.78350 -0.55296 9.30391
H -3.01660 -1.14916 10.78976
H -2.62121 0.46840 10.17449
C -5.72558 3.94583 -5.82602
C -5.70569 2.68122 -5.05458
N -5.68921 1.70135 -4.45667
H -4.75700 4.43951 -5.75119
H -5.93904 3.73643 -6.87368
H -6.49506 4.60814 -5.43051
*
```

- Total energy: -3201.89776 Eh
- SMILES: CCCCCCCCCCCCCCc1ccc2c(c1)Nc1cccc([Si](C)(C)C)c1S2.CC#N.CC#N.CC#N.CC#N.CC#N.CC#N.CC#N.CC#N.CC#N.CC#N


Which formula does entry 1 have? C49H70F7N3O19